C42H57IN5OSiTi | wB97M-V/def2-TZVPD

```
! wB97M-V def2-TZVPD RIJCOSX def2/J DEFGRID3
* xyz 0 2
Ti -0.53 -0.17 0.79
I -0.88 3.75 0.66
C -1.19 3.22 -1.35
C -1.24 4.29 -2.20
C -1.57 4.11 -3.56
C -1.88 2.86 -4.00
C -1.85 1.75 -3.13
C -2.22 0.46 -3.63
C -2.18 -0.63 -2.83
C -1.70 -0.47 -1.51
C -1.32 0.72 -0.95
C -1.44 1.88 -1.77
H -1.05 5.29 -1.82
H -1.60 4.96 -4.22
H -2.18 2.69 -5.03
H -2.55 0.39 -4.66
H -2.47 -1.61 -3.19
H -1.62 -1.38 -0.91
C 0.88 -5.67 -3.20
C -0.23 -4.65 -2.92
C -0.08 -3.37 -3.70
C -0.33 -3.41 -5.08
C -0.25 -2.28 -5.87
C 0.06 -1.06 -5.28
C 0.28 -0.97 -3.92
C 0.56 0.37 -3.28
C 2.05 0.68 -3.19
C 0.25 -2.13 -3.13
N 0.48 -1.95 -1.75
C 1.27 -2.73 -1.12
C 1.56 -2.58 0.29
C 2.52 -3.29 0.98
C 2.60 -2.71 2.26
C 1.67 -1.68 2.26
N 1.03 -1.58 1.05
H 0.71 -6.60 -2.66
H 1.86 -5.28 -2.90
H 0.94 -5.90 -4.26
H -0.27 -4.45 -1.85
H -1.19 -5.10 -3.18
H -0.60 -4.36 -5.52
H -0.44 -2.35 -6.93
H 0.08 -0.16 -5.89
H 0.12 0.35 -2.28
H 0.04 1.15 -3.84
H 2.56 -0.01 -2.51
H 2.23 1.71 -2.84
H 2.53 0.59 -4.17
H 1.80 -3.54 -1.62
H 3.09 -4.12 0.59
H 3.22 -3.00 3.09
H 1.44 -1.03 3.09
C -3.55 -2.41 4.54
C -2.53 -1.54 3.79
C -1.15 -2.13 4.07
C -2.51 -0.16 4.49
Si -2.78 -1.32 1.84
C -3.28 -3.09 1.12
C -2.25 -4.13 1.58
C -3.25 -3.15 -0.42
C -4.68 -3.59 1.53
C -4.28 -0.09 1.56
C -3.76 1.35 1.70
C -4.84 -0.18 0.13
C -5.49 -0.26 2.50
H -3.33 -2.36 5.62
H -3.49 -3.46 4.26
H -4.58 -2.08 4.40
H -1.04 -2.30 5.15
H -0.36 -1.44 3.78
H -0.95 -3.07 3.57
H -2.18 -0.30 5.52
H -3.48 0.32 4.52
H -1.81 0.53 4.00
H -1.22 -3.81 1.37
H -2.42 -5.07 1.03
H -2.32 -4.36 2.64
H -2.23 -3.15 -0.80
H -3.80 -2.34 -0.90
H -3.71 -4.09 -0.74
H -4.86 -3.55 2.60
H -4.79 -4.63 1.22
H -5.47 -3.02 1.05
H -3.04 1.59 0.92
H -3.28 1.54 2.66
H -4.59 2.06 1.60
H -4.06 -0.06 -0.63
H -5.57 0.62 -0.02
H -5.35 -1.13 -0.07
H -5.25 -0.06 3.54
H -5.92 -1.26 2.45
H -6.27 0.45 2.21
C 1.18 2.23 4.39
N 1.68 2.15 3.01
C 2.84 2.74 2.62
C 3.31 2.65 1.37
C 2.52 1.89 0.44
N 1.41 1.31 0.83
C 0.97 1.44 2.08
O -0.12 0.89 2.40
N 2.87 1.75 -0.84
H 1.59 3.11 4.86
H 1.46 1.34 4.95
H 0.09 2.29 4.36
H 3.37 3.29 3.39
H 4.23 3.14 1.08
H 3.79 2.03 -1.15
H 2.34 1.11 -1.42
*
```

Values from the calculation:
Energy relative to the best compared isomer or geometry (same formula, charge and spin)   2.8099 eV
Lowest unoccupied orbital energy (spin up / spin down)   -0.0094 / -0.0093 hartree
Total energy   -93070.78619 eV
⟨S²⟩   0.76

---

C42H58AsGaN3S | wB97M-V/def2-TZVPD

```
! wB97M-V def2-TZVPD RIJCOSX def2/J DEFGRID3
* xyz 1 1
Ga -0.06 0.37 -0.52
C -0.97 0.15 -2.68
C -0.39 1.45 -2.62
C -1.13 2.18 -1.61
C -2.13 1.30 -1.12
C -2.04 0.05 -1.76
C -2.95 -1.15 -1.57
C -3.33 -1.30 -0.09
C -4.22 -0.96 -2.40
C -2.24 -2.43 -2.02
C -1.10 3.64 -1.14
C -1.90 3.79 0.16
C 0.30 4.17 -0.83
C -1.79 4.52 -2.19
C 0.81 1.79 -3.51
C 0.98 0.71 -4.58
C 2.13 1.82 -2.72
C 0.62 3.11 -4.28
H -0.64 -0.65 -3.32
H -2.84 1.55 -0.35
H -3.85 -0.42 0.28
H -2.44 -1.46 0.53
H -4.01 -2.15 0.04
H -4.76 -0.06 -2.09
H -4.89 -1.81 -2.29
H -3.97 -0.85 -3.46
H -1.26 -2.51 -1.53
H -2.06 -2.42 -3.10
H -2.85 -3.31 -1.80
H -1.53 3.14 0.95
H -2.97 3.59 0.00
H -1.82 4.82 0.50
H 0.79 3.55 -0.07
H 0.23 5.18 -0.44
H 0.95 4.22 -1.70
H -2.82 4.18 -2.35
H -1.28 4.51 -3.15
H -1.83 5.56 -1.84
H 1.21 -0.27 -4.14
H 1.82 0.97 -5.23
H 0.09 0.61 -5.21
H 2.36 0.83 -2.33
H 2.10 2.51 -1.88
H 2.95 2.12 -3.38
H -0.33 3.10 -4.82
H 1.42 3.22 -5.01
H 0.64 3.98 -3.64
C -0.93 1.71 5.34
As -0.37 1.54 3.47
C 1.56 1.42 3.79
C -0.78 -0.40 3.22
C -0.42 -1.34 4.33
C 0.88 -1.81 4.48
C 1.19 -2.76 5.45
C 0.20 -3.23 6.30
C -1.10 -2.74 6.19
C -1.40 -1.80 5.21
H -0.47 0.94 5.96
H -2.01 1.63 5.40
H -0.64 2.69 5.70
H 1.80 0.80 4.66
H 1.93 2.43 3.97
H 2.06 1.02 2.91
H -0.27 -0.68 2.30
H -1.85 -0.43 3.02
H 1.66 -1.45 3.82
H 2.21 -3.11 5.55
H 0.44 -3.97 7.06
H -1.87 -3.08 6.86
H -2.41 -1.42 5.13
N 1.28 -3.15 -0.31
C 2.31 -2.71 -0.93
C 3.52 -2.23 -0.21
C 3.48 -1.03 0.48
C 4.60 -0.61 1.20
C 5.74 -1.40 1.23
C 5.77 -2.60 0.54
C 4.67 -3.02 -0.19
C 2.29 -2.67 -2.41
C 1.22 -3.23 -3.13
C 1.23 -3.21 -4.51
C 2.30 -2.64 -5.20
C 3.36 -2.09 -4.49
C 3.35 -2.10 -3.11
H 2.59 -0.42 0.46
H 4.57 0.33 1.73
H 6.61 -1.07 1.79
H 6.67 -3.22 0.56
H 4.69 -3.95 -0.73
H 0.40 -3.68 -2.60
H 0.40 -3.64 -5.06
H 2.30 -2.64 -6.28
H 4.19 -1.65 -5.02
H 4.18 -1.66 -2.57
S 1.42 -3.21 1.38
C -0.11 -3.93 1.69
N -0.99 -4.27 0.76
C -2.26 -4.68 1.36
C -1.91 -4.76 2.87
N -0.55 -4.20 2.90
H -0.84 -4.03 -0.21
H -2.59 -5.64 0.97
H -3.03 -3.93 1.16
H -1.90 -5.78 3.23
H -2.58 -4.16 3.49
H -0.07 -3.93 3.75
*
```

Values from the calculation:
Energy relative to the best compared isomer or geometry (same formula, charge and spin)   0.5263 eV
Lowest unoccupied orbital energy   -0.0949 hartree
Total energy   -173011.26375 eV

---

The highest total energy belongs to which entry? C42H57IN5OSiTi

---

The highest total energy belongs to which entry? C42H57IN5OSiTi